[1]
The following is a DFT calculation (the ωB97M-V functional and the def2-TZVPD basis) of a cluster of 15 separate species, C29H31BBrCl42F5NO4 in total.

Last column: Löwdin charge in e.
Atoms and positions in Å:
N: -0.926 5.707 3.008  -0.03
C: -1.546 5.282 1.732  -0.21
C: -2.401 3.964 2.048  -0.37
O: -1.803 3.161 3.069  -0.21
C: -2.799 3.224 0.719  -0.06
B: -1.901 1.959 0.216  -0.72
O: -1.424 0.896 1.135  -0.04
C: -0.186 0.378 0.610  -0.23
C: 1.065 0.933 1.385  -0.07
C: 2.162 -0.155 1.659  -0.74
O: 1.933 -1.328 1.648  -0.03
Br: 4.067 0.342 2.026  0.59
C: -0.338 0.853 -0.929  -0.22
C: 0.831 0.508 -1.894  -0.31
F: 0.289 -0.265 -2.946  -0.02
F: 1.794 -0.338 -1.288  0.03
C: 1.600 1.688 -2.545  -0.06
C: 1.117 2.390 -3.748  -0.09
C: 1.929 3.469 -4.336  -0.06
C: 3.219 3.869 -3.765  -0.01
C: 3.705 3.166 -2.564  -0.08
C: 5.079 3.517 -1.948  -0.47
F: 6.024 3.884 -2.901  0.08
F: 5.650 2.454 -1.274  0.08
F: 4.890 4.573 -1.068  0.10
C: 2.895 2.093 -1.963  0.08
O: -0.764 2.177 -0.734  0.00
H: -0.569 6.663 2.959  0.06
H: -1.613 5.714 3.769  -0.01
H: -2.332 6.059 1.476  0.11
H: -0.822 5.122 0.896  0.12
H: -3.367 4.371 2.498  0.13
H: -2.494 2.857 3.681  0.04
H: -2.824 4.006 -0.105  0.11
H: -3.868 2.861 0.795  0.09
H: -2.713 1.342 -0.475  0.10
H: -0.337 -0.737 0.608  0.10
H: 0.711 1.320 2.377  0.06
H: 1.466 1.809 0.791  0.13
H: -1.161 0.144 -1.269  0.15
H: 0.168 2.116 -4.250  0.07
H: 1.596 3.991 -5.260  0.10
H: 3.831 4.670 -4.254  0.11
H: 3.309 1.559 -1.067  0.11
C: -2.828 5.618 6.665  -1.56
Cl: -3.045 6.976 5.550  0.54
Cl: -3.696 4.194 6.085  0.52
Cl: -1.112 5.258 6.877  0.55
H: -3.240 5.900 7.629  -0.02
C: 9.320 2.471 -2.465  -1.54
Cl: 10.748 3.466 -2.775  0.52
Cl: 9.176 1.196 -3.679  0.53
Cl: 9.385 1.777 -0.840  0.53
H: 8.441 3.105 -2.529  -0.01
C: 2.718 -4.154 3.945  -1.54
Cl: 4.424 -3.700 3.921  0.52
Cl: 2.515 -5.833 3.432  0.51
Cl: 2.029 -3.906 5.556  0.50
H: 2.187 -3.514 3.244  -0.01
C: -0.479 -3.837 1.114  -1.51
Cl: 0.314 -5.334 0.606  0.50
Cl: -1.381 -3.131 -0.234  0.55
Cl: -1.546 -4.134 2.493  0.52
H: 0.287 -3.129 1.422  -0.01
C: -7.390 4.941 7.771  -1.53
Cl: -5.981 5.956 7.445  0.53
Cl: -7.518 3.650 6.572  0.53
Cl: -7.308 4.268 9.404  0.52
H: -8.279 5.560 7.702  0.01
C: 0.435 -0.855 -6.829  -1.50
Cl: 0.943 0.326 -5.615  0.66
Cl: -0.380 -2.223 -6.061  0.54
Cl: -0.621 -0.100 -8.032  0.49
H: 1.319 -1.225 -7.337  0.01
C: -5.439 -5.586 1.161  -1.54
Cl: -6.921 -4.820 0.579  0.48
Cl: -4.036 -4.950 0.301  0.50
Cl: -5.260 -5.348 2.906  0.52
H: -5.505 -6.652 0.968  -0.03
C: 4.274 -2.458 -1.371  -1.53
Cl: 5.622 -1.368 -1.725  0.52
Cl: 4.139 -3.704 -2.621  0.51
Cl: 4.469 -3.192 0.223  0.52
H: 3.358 -1.876 -1.369  -0.01
C: -1.749 -1.125 -11.797  -1.54
Cl: -1.075 -2.086 -10.478  0.50
Cl: -2.863 -2.094 -12.771  0.51
Cl: -2.565 0.311 -11.166  0.51
H: -0.933 -0.801 -12.434  0.01
C: 0.601 -7.956 -2.063  -1.56
Cl: 1.957 -6.875 -2.400  0.51
Cl: 0.487 -9.217 -3.299  0.51
Cl: 0.762 -8.673 -0.456  0.50
H: -0.314 -7.372 -2.086  0.01
C: -9.577 -7.816 0.593  -1.53
Cl: -9.885 -6.450 -0.483  0.51
Cl: -10.398 -9.267 0.004  0.52
Cl: -7.840 -8.108 0.755  0.54
H: -9.974 -7.574 1.574  0.02
C: 11.437 -0.554 1.757  -1.55
Cl: 13.167 -0.189 1.792  0.51
Cl: 11.164 -2.232 1.277  0.52
Cl: 10.700 -0.229 3.330  0.52
H: 10.968 0.091 1.022  -0.03
C: 0.802 0.760 5.463  -1.49
Cl: -0.374 1.673 4.526  0.68
Cl: 0.368 -0.954 5.522  0.51
Cl: 2.411 0.952 4.758  0.53
H: 0.819 1.148 6.477  0.01
C: -7.116 -1.427 -1.501  -1.55
Cl: -7.421 -0.059 -2.578  0.52
Cl: -7.937 -2.880 -2.095  0.48
Cl: -5.384 -1.713 -1.335  0.53
H: -7.517 -1.186 -0.522  0.01

Values from the calculation:
HOMO-LUMO gap = 6.250 eV
lowest unoccupied orbital energy = 1.591 eV
total charge = -1
multiplicity = 1



[2]
The following is a DFT calculation (the ωB97M-V functional and the def2-TZVPD basis) of a structure of composition C41H29FN10O7PRu.

Last column: Löwdin spin population.
Atoms and positions in Å:
Ru: -0.659 -0.855 0.043  0.01
C: -2.496 -7.232 -0.318  0.00
C: -1.508 -7.337 -1.297  0.00
C: -0.775 -6.227 -1.700  0.00
C: -1.056 -5.022 -1.084  0.00
C: -0.497 -3.670 -1.267  -0.01
N: 0.338 -3.357 -2.180  0.04
C: 0.848 -2.074 -2.241  0.00
C: 1.168 -1.352 -3.406  0.00
C: 1.053 -1.651 -4.783  0.00
C: 1.400 -0.695 -5.691  0.00
C: 1.840 0.594 -5.273  0.00
C: 1.975 0.924 -3.957  0.00
C: 1.667 -0.072 -2.988  0.00
C: 1.646 -0.191 -1.609  0.01
N: 1.692 2.105 -0.714  0.09
C: 0.430 2.203 -0.400  0.03
N: -0.507 1.313 0.038  0.03
C: -1.634 2.074 0.370  0.13
N: -2.772 1.714 0.878  -0.02
C: -3.170 0.472 1.137  0.20
N: -2.513 -0.687 0.833  -0.01
C: -3.261 -1.740 1.253  0.11
N: -3.042 -3.042 1.081  0.04
C: -2.098 -3.498 0.284  0.04
N: -1.132 -2.814 -0.351  0.04
C: -2.038 -4.919 -0.110  0.00
C: -2.782 -6.014 0.286  0.00
C: -4.457 -1.234 1.910  0.04
C: -5.524 -1.879 2.521  0.01
C: -6.532 -1.089 3.048  0.04
C: -6.481 0.309 2.957  0.01
C: -5.423 0.951 2.340  0.03
C: -4.407 0.158 1.817  0.03
C: -1.388 3.487 0.069  0.01
C: -2.193 4.607 0.195  0.02
C: -1.669 5.819 -0.228  0.00
C: -0.386 5.901 -0.778  0.02
C: 0.417 4.775 -0.898  0.00
C: -0.112 3.576 -0.449  0.02
N: 1.156 -1.346 -1.133  0.00
H: -3.050 -8.116 -0.030  0.00
H: -1.314 -8.300 -1.750  0.00
H: -0.012 -6.294 -2.464  0.00
H: 0.688 -2.621 -5.095  0.00
H: 1.319 -0.902 -6.750  0.00
H: 2.059 1.339 -6.027  0.00
H: 2.247 1.932 -3.670  0.00
H: -3.553 -5.914 1.038  0.00
H: -5.554 -2.958 2.581  0.00
H: -7.377 -1.556 3.538  0.00
H: -7.289 0.893 3.378  0.00
H: -5.380 2.030 2.263  0.00
H: -3.190 4.524 0.604  0.00
H: -2.265 6.718 -0.147  0.00
H: -0.021 6.859 -1.125  0.00
H: 1.393 4.820 -1.367  0.00
F: 5.726 3.695 2.697  0.00
C: 5.188 3.784 1.482  0.00
C: 5.110 2.723 0.681  0.00
N: 4.553 2.801 -0.584  0.00
C: 4.347 1.592 -1.365  0.00
C: 3.592 0.582 -0.532  0.00
O: 4.029 -0.236 0.188  0.00
O: 2.110 0.689 -0.587  0.01
C: 4.066 3.995 -1.097  0.00
O: 3.586 4.104 -2.202  0.00
N: 4.185 5.065 -0.234  0.00
C: 4.700 5.097 1.061  0.00
O: 4.724 6.108 1.715  0.00
H: 5.472 1.752 0.992  0.00
H: 5.296 1.129 -1.634  0.00
H: 3.805 1.871 -2.262  0.00
H: 3.852 5.948 -0.597  0.00
C: 1.865 0.655 2.553  0.00
O: 1.716 -0.697 2.137  0.00
P: 0.279 -1.380 1.902  0.00
O: -0.520 -1.227 3.269  0.00
C: -1.247 -0.036 3.595  0.00
O: 0.693 -2.889 2.098  0.00
C: 1.710 -3.475 1.269  0.00
H: 2.883 0.962 2.321  0.00
H: 1.709 0.735 3.631  0.00
H: 1.170 1.315 2.035  0.00
H: -2.293 -0.292 3.757  0.00
H: -1.185 0.711 2.806  0.00
H: -0.821 0.370 4.510  0.00
H: 1.578 -4.551 1.333  0.00
H: 2.691 -3.191 1.647  0.00
H: 1.614 -3.146 0.234  0.00

Values from the calculation:
HOMO-LUMO gap (spin up / spin down) = 5.484 / 5.276 eV
expectation value of S² = 0.799
lowest unoccupied orbital energy (spin up / spin down) = -0.811 / -1.610 eV
ΔE to the lowest compared entry with this formula, charge and spin = 0.0 kcal per mole
multiplicity = 2



[3]
The following is a DFT calculation (the ωB97M-V functional and the def2-TZVPD basis) of a cluster of 2 separate species, C6H8N2O2S in total.

Last column: natural (NBO) charge in e.
Atoms and positions in Å:
C: -1.041 0.543 1.182  -0.07
C: -0.430 -0.678 1.099  -0.26
C: -0.463 1.135 -1.154  0.36
C: -1.347 1.445 0.118  -0.54
C: -0.208 -0.373 -1.382  -0.56
C: 0.098 -1.155 -0.165  0.18
N: -0.219 2.056 -1.955  -0.62
N: 1.069 -2.175 -0.246  0.46
O: 1.801 -2.140 -1.251  -0.40
O: 0.997 -3.144 0.487  -0.37
S: 2.258 -0.132 2.439  -0.11
H: -1.476 0.758 2.091  0.20
H: -0.346 -1.248 1.981  0.25
H: -2.393 1.335 -0.142  0.26
H: -0.902 2.428 0.452  0.26
H: -1.203 -0.714 -1.825  0.25
H: 0.398 -0.376 -2.283  0.27
H: 0.451 1.838 -2.759  0.35
H: 2.957 0.597 3.315  0.10

Values from the calculation:
HOMO-LUMO gap (spin up / spin down) = 5.976 / 8.282 eV
lowest unoccupied orbital energy (spin up / spin down) = -2.567 / -1.798 eV
ΔE to the lowest compared entry with this formula, charge and spin = 173.6 kcal per mole
multiplicity = 1



[4]
The following is a DFT calculation (the ωB97M-V functional and the def2-TZVPD basis) of a structure of composition C13H24AlCl3GeNO2Si.

Last column: Löwdin spin population.
Atoms and positions in Å:
Al: 0.481 -0.794 0.539  0.03
C: 0.745 -1.120 3.447  0.00
O: -0.197 -0.942 2.283  0.00
C: -1.447 -1.608 2.346  0.00
C: -1.218 -2.876 1.497  0.00
O: -0.399 -2.527 0.379  0.00
C: -0.048 -3.656 -0.428  0.00
H: 1.800 -1.086 3.069  0.00
H: 0.503 -2.069 3.939  0.00
H: 0.513 -0.345 4.238  0.00
H: -2.221 -0.928 1.938  0.00
H: -1.656 -1.895 3.344  0.00
H: -2.182 -3.287 1.198  0.00
H: -0.686 -3.636 2.082  0.00
H: 0.999 -3.704 -0.583  0.00
H: -0.519 -3.513 -1.461  0.00
H: -0.460 -4.494 0.076  0.00
C: 1.332 3.118 -1.021  0.01
Si: 0.352 2.195 0.241  0.02
C: -0.963 3.244 1.088  0.00
C: 1.251 1.578 1.752  0.00
N: -0.250 0.613 -0.471  0.25
C: -0.712 0.618 -1.677  0.12
C: -1.235 1.817 -2.222  0.11
C: -1.773 1.949 -3.466  0.00
C: -1.782 0.754 -4.287  0.26
C: -1.191 -0.401 -3.794  0.03
C: -0.653 -0.482 -2.518  0.14
H: 1.716 3.900 -0.366  0.00
H: 0.654 3.633 -1.727  0.00
H: 2.243 2.662 -1.448  0.00
H: -0.448 3.963 1.742  0.00
H: -1.636 2.687 1.780  0.00
H: -1.644 3.896 0.544  0.00
H: 1.786 2.486 2.007  0.00
H: 1.887 0.731 1.740  0.00
H: 0.518 1.539 2.518  0.00
H: -1.093 2.709 -1.596  0.00
H: -2.131 2.925 -4.008  0.00
H: -2.199 0.735 -5.282  0.01
H: -1.123 -1.225 -4.496  0.00
H: -0.206 -1.427 -2.290  0.00
Cl: 4.359 0.262 0.334  0.00
Ge: 2.821 -1.247 0.008  0.00
Cl: 2.966 -1.656 -2.084  0.00
Cl: 3.147 -3.093 1.096  0.00

Values from the calculation:
HOMO-LUMO gap (spin up / spin down) = 9.693 / 6.833 eV
expectation value of S² = 0.779
lowest unoccupied orbital energy (spin up / spin down) = -5.686 / -9.063 eV
total charge = +2
multiplicity = 2



Number 1: maximum force 2.69 eV/A. Number 2: maximum force 1.13 eV/A. Number 3: maximum force 3.88 eV/A. Number 4: maximum force 3.00 eV/A.